[1]
Below is a 3-piece molecular cluster, C4H16NO2 overall in a non-equilibrium geometry, with properties calculated with wB97M-V/def2-TZVPD.

Each line ends with the Mulliken charge.
Positions of all 23 atoms, in Å:
C (0.09056, 0.77744, -1.04405)  -0.3750
C (-0.69611, 0.31661, 0.22843)  -0.1949
C (-2.10179, 0.90414, 0.41496)  -0.6996
C (-3.37805, 0.15395, 0.08211)  -1.1522
N (1.21846, -0.21482, -1.17535)  -0.2718
H (0.57436, 1.70188, -0.78760)  0.3480
H (-0.40769, 0.54877, -1.99520)  0.3227
H (-0.13879, 0.53431, 1.13877)  -0.0116
H (-0.69081, -0.79134, 0.27321)  0.3095
H (-2.16685, 1.92383, 0.02282)  0.3676
H (-2.15853, 0.99031, 1.50987)  0.2927
H (-3.42531, -0.02943, -1.01670)  0.2913
H (-3.40854, -0.82423, 0.53634)  0.3396
H (-4.20247, 0.85305, 0.23469)  0.3453
H (1.08858, -1.19584, -0.78596)  0.3482
H (1.57556, -0.45224, -2.11269)  0.3959
H (2.05743, 0.14295, -0.69796)  0.3584
H (1.13255, -3.27255, 0.31528)  0.3005
H (2.45963, -2.99204, -0.46303)  0.3001
O (1.55200, -2.69417, -0.32046)  -0.6403
H (1.70456, 0.64345, 1.72497)  0.3071
H (2.45036, 1.68669, 2.42228)  0.3280
O (2.37351, 1.29967, 1.52880)  -0.6095

Atoms 1-2, force components in eV/Å:
C -0.242 -2.581 1.005
C -0.183 -0.805 -0.793

Summary:
electronic energy	-366.97482	a.u.
charge	+1

---

[2]
Below is C26H32NO6V as an isolated structure in a non-equilibrium geometry, with properties calculated with wB97M-V/def2-TZVPD.

Each line ends with the Mulliken charge.
Positions of all 66 atoms, in Å:
O (-0.29605, -0.60195, -4.73272)  -0.2977
C (-0.18236, 0.67977, -5.42325)  -0.2968
C (-0.13579, 0.10377, -6.83270)  -0.8930
H (0.73817, 1.20969, -5.15086)  0.1135
H (-1.06345, 1.29777, -5.23021)  0.3224
C (-0.21695, -1.23385, -6.05563)  1.5060
H (0.82596, 0.22637, -7.34482)  0.3032
H (-0.97698, 0.36310, -7.47653)  0.3145
C (1.09456, -1.95647, -6.26847)  -1.6756
H (1.92550, -1.25994, -6.09676)  0.3600
H (1.14834, -2.27542, -7.31805)  0.4024
H (1.18436, -2.83276, -5.61718)  0.3707
C (-1.42193, -2.09374, -6.37935)  -1.7381
H (-2.36033, -1.54021, -6.26441)  0.3754
H (-1.43075, -2.96841, -5.71972)  0.3736
H (-1.34606, -2.44856, -7.41699)  0.3877
V (-0.69866, -1.27040, 1.49667)  0.9782
C (-2.83826, -1.61562, 2.35643)  -0.3124
C (-2.63198, -0.21503, 2.53013)  -0.6331
C (-2.36817, 0.38300, 1.26558)  -0.4229
H (-2.77851, 0.32097, 3.45878)  0.4486
C (-2.45055, -0.66435, 0.26672)  -0.2417
C (-2.74227, -1.90003, 0.94708)  -0.9579
H (-2.94325, -2.86016, 0.46156)  0.5246
H (-3.09556, -2.32953, 3.15184)  0.3994
H (-2.25935, 1.44308, 1.07329)  0.4154
H (-2.44045, -0.53856, -0.81087)  0.5555
C (0.67141, -2.90571, 2.44258)  -0.0877
C (-0.31460, -3.42695, 1.54301)  -0.7194
C (-0.04253, -2.89442, 0.22657)  -0.5936
H (-1.09806, -4.12822, 1.80903)  0.5211
C (1.12161, -2.04755, 0.33661)  -0.3719
C (1.54171, -2.04262, 1.70846)  -0.6457
H (2.39418, -1.49581, 2.11175)  0.4441
H (0.76377, -3.16649, 3.49135)  0.3687
H (-0.60452, -3.09809, -0.68028)  0.5352
H (1.60590, -1.52227, -0.48685)  0.6655
O (1.46340, 1.02011, -2.39492)  -0.4670
C (0.24023, 0.33809, -1.93904)  0.0866
C (-0.94587, 1.24291, -2.27648)  -0.2574
H (0.26626, 0.20706, -0.82029)  -0.1701
H (0.20548, -0.66564, -2.39530)  0.4807
C (-0.33023, 2.66452, -2.38608)  -0.6583
H (-1.71847, 1.22853, -1.50960)  0.3421
H (-1.34609, 0.88488, -3.22688)  0.0575
C (1.20532, 2.43539, -2.16904)  -0.5952
H (-0.73038, 3.30837, -1.57602)  0.3567
H (-0.52443, 3.12728, -3.37712)  0.1676
H (1.40516, 2.72323, -1.10132)  0.3106
H (1.89911, 3.00412, -2.83130)  0.3337
O (-0.30811, -0.79238, 4.31064)  -0.6829
C (0.24663, 0.29784, 3.98699)  0.3892
O (0.30237, 0.78683, 2.80208)  -0.7596
C (0.89369, 1.10771, 5.09501)  0.3823
C (0.93053, 2.51788, 5.03390)  -0.2585
C (1.41656, 3.26928, 6.10756)  -0.5280
C (1.94751, 2.61777, 7.23904)  -0.1476
C (1.96113, 1.21331, 7.28732)  -0.5422
C (1.46565, 0.46923, 6.21807)  -0.3784
N (2.46994, 3.38315, 8.32637)  0.8330
O (2.43056, 4.63355, 8.25264)  -0.7870
O (2.96101, 2.77039, 9.30351)  -0.7862
H (0.58575, 3.03015, 4.13148)  0.3494
H (1.41832, 4.35590, 6.10166)  0.3958
H (2.38087, 0.74889, 8.17810)  0.3976
H (1.53000, -0.62272, 6.25721)  0.3375

Atoms 1-2, force components in eV/Å:
O 0.078 0.333 -1.813
C 0.165 0.894 0.459

Summary:
electronic energy	-2460.00785	a.u.
charge	-1
spin multiplicity	4

---

[3]
Below is an isolated ion of composition C7H18B2IO and charge -1, with properties calculated with wB97M-V/def2-TZVPD.

Each line ends with the Mulliken charge.
Positions of all 29 atoms, in Å:
C (-0.69156, -0.28860, -3.82496)  -1.4848
C (-0.01031, 0.16701, -2.52910)  -0.0119
C (-0.93750, 1.06179, -1.71158)  -0.9435
C (-0.68500, 1.08337, -0.19686)  0.2686
C (0.65235, 1.78019, 0.07635)  -1.6068
B (-0.83078, -0.36567, 0.55842)  0.5074
I (-3.07347, -0.89239, 0.53647)  -0.3717
B (-0.24097, -0.41860, 2.14932)  -0.0684
O (-1.03467, -0.41224, 3.28727)  -0.6983
C (1.30853, -0.55225, 2.49852)  -0.1575
C (1.68982, -2.00431, 2.85588)  -1.1815
H (-1.17363, 0.54920, -4.33062)  0.3434
H (-0.00741, -0.80638, -4.49680)  0.3980
H (-1.48592, -0.98860, -3.55934)  0.3361
H (0.25756, -0.72952, -1.97398)  0.1246
H (0.91048, 0.69008, -2.79715)  0.3164
H (-0.78750, 2.08501, -2.08767)  0.3895
H (-1.97914, 0.82265, -1.93277)  0.3524
H (-1.46209, 1.73251, 0.22297)  0.1608
H (0.73324, 2.08750, 1.11980)  0.3462
H (1.51079, 1.16269, -0.18958)  0.2694
H (0.71895, 2.70015, -0.51730)  0.4628
H (-0.29282, -1.27439, -0.05041)  -0.2705
H (-1.87351, 0.00887, 3.08411)  0.2212
H (1.52200, 0.12665, 3.32923)  0.2412
H (1.91286, -0.22922, 1.65067)  0.1239
H (1.06528, -2.70439, 2.30126)  0.2957
H (2.73215, -2.20507, 2.60766)  0.3257
H (1.55228, -2.18603, 3.92020)  0.3116

Atoms 1-2, force components in eV/Å:
C -0.181 -0.112 0.435
C -0.197 -0.218 -0.574

Summary:
electronic energy	-700.28276	a.u.
charge	-1

---

[4]
Below is C7H8Br2 as an isolated structure in a non-equilibrium geometry, with properties calculated with wB97M-V/def2-TZVPD.

Each line ends with the Mulliken charge.
Positions of all 17 atoms, in Å:
C (-1.27044, -0.67302, -0.33560)  -0.8067
C (-0.47424, -0.74001, 0.71661)  0.5499
C (-0.64006, -0.38404, -1.66274)  -0.5622
C (0.75037, 0.37538, -1.40679)  -0.8445
C (0.92792, 0.92348, 0.07474)  -0.8054
C (0.90546, -0.23349, 0.92368)  -0.5668
C (-0.48895, -0.36773, 2.10046)  -0.0156
Br (-1.36534, 1.26020, 2.45949)  -0.1462
Br (-0.47891, -1.54166, 3.59716)  -0.0799
H (-2.25175, -0.80412, -0.33078)  0.6171
H (-0.24457, -1.24915, -2.15498)  0.2474
H (-1.40320, 0.12875, -2.18973)  0.4373
H (1.64017, -0.19783, -1.61840)  0.4126
H (0.77670, 1.22545, -2.02712)  0.3702
H (1.84678, 1.44333, 0.11422)  0.4147
H (0.09672, 1.58956, 0.40576)  0.1917
H (1.67334, -0.75512, 1.33402)  0.5864

Atoms 1-2, force components in eV/Å:
C 4.596 -0.416 -0.351
C -0.061 -1.530 0.359

Summary:
electronic energy	-5419.42287	a.u.
charge	0